Record 1
{"formula": "C6H10O", "method": "ωB97M-V/def2-TZVPD", "e_homo_ev": -8.870, "relative_energy_kj_mol": 160.23, "largest_force_ev_per_a": 0.34, "smiles": "C=COCC1CC1", "molar_mass_g_mol": 98.1, "homo_lumo_gap_ev": 9.99, "symbols": ["C", "C", "O", "C", "C", "C", "C", "H", "H", "H", "H", "H", "H", "H", "H", "H", "H"], "coordinates": [[2.01221, -0.64970, -0.89278], [2.25501, -0.21714, 0.34219], [1.46263, 0.42930, 1.23113], [0.04803, 0.33950, 1.25056], [-0.70520, 0.67887, -0.01520], [-1.29124, -0.41776, -0.85747], [-2.18814, 0.42973, -0.00971], [2.82444, -1.09873, -1.45405], [1.05306, -0.55117, -1.37798], [3.24588, -0.31206, 0.77859], [-0.22064, 1.05312, 2.03465], [-0.25152, -0.66253, 1.59104], [-0.36704, 1.57922, -0.52235], [-1.32463, -0.29256, -1.93514], [-1.10168, -1.43838, -0.53489], [-2.82602, 1.15517, -0.50395], [-2.62515, -0.02487, 0.87534]], "forces_ev_per_angstrom": [[-0.098, 0.014, 0.099], [0.179, -0.052, -0.127], [0.160, 0.070, -0.018], [-0.337, -0.012, 0.001], [0.139, 0.081, 0.002], [0.049, -0.132, -0.143], [-0.167, 0.061, 0.098], [-0.095, 0.024, 0.170], [0.110, -0.038, 0.036], [-0.036, 0.017, -0.117], [-0.065, -0.110, -0.070], [0.065, 0.039, -0.078], [-0.034, -0.120, 0.043], [0.005, 0.035, 0.130], [-0.034, 0.153, -0.026], [0.087, -0.098, 0.091], [0.073, 0.068, -0.093]]}

=====

Record 2
{"formula": "C6H10O", "method": "ωB97M-V/def2-TZVPD", "e_homo_ev": -9.186, "relative_energy_kj_mol": 118.65, "largest_force_ev_per_a": 0.36, "smiles": "C=C1CC(CO)C1", "molar_mass_g_mol": 98.1, "homo_lumo_gap_ev": 10.14, "symbols": ["C", "C", "C", "C", "C", "O", "C", "H", "H", "H", "H", "H", "H", "H", "H", "H", "H"], "coordinates": [[2.28231, 0.07794, 0.19319], [1.08550, 0.19213, -0.36681], [-0.00978, 1.24502, -0.32123], [-1.02269, 0.09138, -0.55208], [-1.57920, -0.45613, 0.76062], [-0.57145, -0.84214, 1.67322], [0.15449, -0.76777, -1.08505], [2.85867, -0.84058, 0.10804], [2.72076, 0.88657, 0.77405], [0.05506, 1.90414, -1.19336], [-0.13011, 1.86662, 0.57508], [-1.84450, 0.29620, -1.24876], [-2.26161, 0.28471, 1.21254], [-2.15371, -1.37058, 0.57460], [-0.01984, -0.07133, 1.86765], [0.17527, -1.82284, -0.80040], [0.26084, -0.67334, -2.17129]], "forces_ev_per_angstrom": [[-0.148, 0.024, -0.136], [0.343, 0.027, 0.055], [0.045, 0.162, 0.043], [-0.139, -0.024, 0.017], [-0.303, 0.014, -0.182], [0.045, 0.210, 0.284], [0.084, -0.129, -0.051], [-0.111, 0.136, -0.001], [-0.081, -0.073, -0.125], [-0.054, -0.054, 0.100], [0.083, -0.105, -0.093], [0.145, -0.046, 0.149], [0.123, -0.128, -0.090], [0.018, 0.167, -0.050], [-0.071, -0.283, -0.030], [0.062, 0.136, -0.003], [-0.042, -0.037, 0.113]]}

=====

Record 3
{"formula": "C6H10O", "method": "ωB97M-V/def2-TZVPD", "e_homo_ev": -9.614, "relative_energy_kj_mol": 67.02, "largest_force_ev_per_a": 0.43, "molar_mass_g_mol": 98.1, "homo_lumo_gap_ev": 10.67, "symbols": ["C", "C", "C", "C", "C", "C", "O", "H", "H", "H", "H", "H", "H", "H", "H", "H", "H"], "coordinates": [[-0.38789, -0.37595, -2.01740], [-0.13550, -0.03558, -0.57102], [-1.25321, 0.10943, 0.48034], [-0.19758, 1.08425, 1.01694], [0.95299, 0.17516, 1.47939], [0.99243, -0.73414, 0.22010], [0.18888, 1.37319, -0.34782], [0.53697, -0.65265, -2.53521], [-0.81492, 0.50097, -2.51374], [-1.09853, -1.20419, -2.10902], [-1.53383, -0.75870, 1.08770], [-2.12802, 0.62182, 0.07338], [-0.44622, 1.96671, 1.60861], [0.73638, -0.36132, 2.40810], [1.87264, 0.75186, 1.60888], [1.94032, -0.67429, -0.32352], [0.77508, -1.78656, 0.43430]], "forces_ev_per_angstrom": [[0.018, 0.001, 0.013], [-0.014, -0.261, -0.281], [-0.093, -0.040, 0.033], [-0.029, 0.164, 0.398], [0.035, -0.006, 0.065], [0.008, -0.045, -0.070], [0.057, 0.088, -0.098], [-0.124, 0.066, 0.086], [0.006, -0.166, 0.051], [0.141, 0.074, 0.049], [0.076, 0.129, -0.131], [0.138, -0.041, 0.066], [0.056, -0.120, -0.075], [0.001, 0.064, -0.126], [-0.133, -0.090, -0.004], [-0.145, 0.006, 0.089], [0.002, 0.176, -0.066]]}

=====

Record 4
{"formula": "C6H10O", "method": "ωB97M-V/def2-TZVPD", "e_homo_ev": -8.323, "relative_energy_kj_mol": 268.76, "largest_force_ev_per_a": 0.29, "molar_mass_g_mol": 98.1, "homo_lumo_gap_ev": 9.10, "symbols": ["C", "C", "C", "C", "C", "C", "O", "H", "H", "H", "H", "H", "H", "H", "H", "H", "H"], "coordinates": [[-0.25413, 1.10133, 2.16031], [-0.07066, 0.33611, 0.87043], [-0.67323, 0.67548, -0.27532], [-0.67263, -0.06755, -1.58470], [0.08458, -1.39526, -1.59103], [0.79390, -0.84602, 1.11101], [2.03363, -0.60741, 0.75151], [0.69526, 1.53584, 2.49633], [-0.59539, 0.42555, 2.95202], [-0.98144, 1.91008, 2.04787], [-1.31455, 1.55767, -0.25426], [-0.29966, 0.59260, -2.38191], [-1.72049, -0.24986, -1.85873], [-0.24162, -2.03103, -2.41789], [1.16590, -1.25214, -1.68277], [-0.08172, -1.95409, -0.65756], [2.13227, 0.26871, 0.31468]], "forces_ev_per_angstrom": [[-0.024, 0.094, 0.151], [-0.076, -0.059, -0.124], [0.039, 0.009, 0.069], [-0.037, -0.070, -0.099], [0.063, -0.086, 0.080], [0.162, 0.236, -0.006], [-0.168, 0.048, -0.005], [-0.123, -0.057, -0.014], [0.039, 0.111, -0.095], [0.103, -0.136, -0.057], [0.100, -0.073, 0.037], [-0.012, -0.087, 0.155], [0.093, -0.003, 0.110], [0.046, 0.105, 0.043], [-0.148, -0.017, -0.020], [-0.046, 0.090, -0.276], [-0.010, -0.103, 0.051]]}

=====

Record 5
{"formula": "C6H10O", "method": "ωB97M-V/def2-TZVPD", "e_homo_ev": -7.319, "relative_energy_kj_mol": 502.81, "largest_force_ev_per_a": 0.38, "molar_mass_g_mol": 98.1, "homo_lumo_gap_ev": 8.32, "symbols": ["C", "C", "C", "C", "C", "C", "O", "H", "H", "H", "H", "H", "H", "H", "H", "H", "H"], "coordinates": [[1.56487, -1.56083, -0.47268], [0.13993, -2.01386, -0.69730], [0.48163, -0.56894, -0.68052], [0.50649, 1.82219, 0.10454], [-0.93118, 2.08288, 0.60885], [-1.24744, 0.59596, 0.63937], [0.14539, 0.15440, 0.48605], [1.95388, -1.62575, 0.53878], [2.29870, -1.68733, -1.26161], [-0.12991, -2.44886, -1.65405], [-0.40837, -2.38820, 0.16129], [0.46273, 0.05862, -1.56672], [1.22679, 1.98322, 0.92150], [-1.03949, 2.55132, 1.59470], [-1.53988, 2.63706, -0.11294], [-1.64115, 0.20085, 1.58186], [-1.84298, 0.20725, -0.19113]], "forces_ev_per_angstrom": [[0.197, -0.039, -0.004], [-0.183, -0.188, 0.000], [0.017, -0.121, -0.139], [0.011, 0.189, 0.334], [-0.193, 0.147, -0.005], [-0.143, 0.024, -0.039], [0.201, 0.086, -0.141], [-0.071, -0.038, -0.167], [-0.146, -0.019, 0.100], [0.040, 0.008, 0.169], [0.114, -0.057, -0.116], [-0.066, -0.150, 0.149], [-0.144, 0.093, -0.031], [-0.008, -0.067, -0.104], [0.080, -0.038, 0.139], [0.174, 0.034, -0.197], [0.120, 0.135, 0.050]]}

=====

Record 6
{"formula": "C6H10O", "method": "ωB97M-V/def2-TZVPD", "e_homo_ev": -7.896, "relative_energy_kj_mol": 276.24, "largest_force_ev_per_a": 2.60, "smiles": "C/C=C/CCC=O", "molar_mass_g_mol": 98.1, "homo_lumo_gap_ev": 8.69, "symbols": ["C", "C", "C", "C", "C", "C", "O", "H", "H", "H", "H", "H", "H", "H", "H", "H", "H"], "coordinates": [[1.78877, -0.40339, 1.99187], [0.84611, -1.38909, 1.30010], [-0.12248, -0.95979, 0.44700], [-0.44962, -1.01207, -1.04059], [-1.13499, 0.24896, -1.60317], [-0.44339, 1.52097, -1.16293], [-0.73362, 2.07922, -0.13955], [1.35985, -0.01592, 2.92081], [2.71620, -0.93736, 2.17956], [1.94146, 0.39435, 1.27091], [0.91239, -2.40837, 1.68820], [-0.46133, -0.01829, 0.89598], [0.49290, -1.18360, -1.54858], [-1.09737, -1.88843, -1.15986], [-0.86427, 0.19983, -2.66557], [-2.21161, 0.22794, -1.50664], [0.39227, 1.91631, -1.76637]], "forces_ev_per_angstrom": [[-1.620, -0.334, 0.065], [-0.597, -1.004, 0.300], [0.812, 2.283, 0.955], [-0.870, -1.707, 1.622], [1.488, -0.239, -1.277], [-0.629, -0.305, 0.872], [-0.052, 0.504, 0.104], [0.332, 0.136, 0.088], [0.096, 0.130, 0.137], [0.262, 0.246, 0.331], [0.890, -0.395, -1.271], [0.568, 0.699, -0.901], [0.009, -0.127, -0.158], [0.038, 0.107, -0.867], [-0.635, -0.117, -0.150], [-0.112, 0.318, 0.405], [0.020, -0.197, -0.256]]}

=====

Record 7
{"formula": "C6H10O", "method": "ωB97M-V/def2-TZVPD", "e_homo_ev": -10.037, "relative_energy_kj_mol": 132.88, "largest_force_ev_per_a": 0.32, "smiles": "C[C@H]1C[C@]2(CO2)C1", "molar_mass_g_mol": 98.1, "homo_lumo_gap_ev": 11.08, "symbols": ["C", "C", "C", "C", "C", "O", "C", "H", "H", "H", "H", "H", "H", "H", "H", "H", "H"], "coordinates": [[0.26079, -1.89460, 1.30414], [-0.14051, -0.92192, 0.20645], [0.97017, -0.11552, -0.52156], [0.02520, 1.07602, -0.47024], [-0.43711, 1.90976, -1.57396], [0.39107, 2.43137, -0.53387], [-0.79419, 0.41973, 0.63010], [1.10545, -1.49874, 1.88119], [-0.56727, -2.06323, 2.00216], [0.56123, -2.86934, 0.90229], [-0.78009, -1.41460, -0.53624], [1.83163, 0.04794, 0.13739], [1.32255, -0.45861, -1.49906], [0.04106, 1.82878, -2.55085], [-1.46263, 2.28070, -1.58451], [-1.88468, 0.50232, 0.58805], [-0.44266, 0.73993, 1.61851]], "forces_ev_per_angstrom": [[0.047, -0.043, 0.031], [-0.054, -0.154, 0.014], [0.145, 0.007, -0.080], [-0.067, -0.169, -0.037], [-0.183, -0.040, -0.256], [0.146, 0.165, 0.124], [-0.104, 0.099, 0.071], [-0.155, -0.020, -0.056], [0.084, -0.005, -0.128], [-0.017, 0.177, 0.030], [0.094, 0.048, 0.144], [-0.120, -0.018, -0.073], [-0.083, 0.046, 0.144], [-0.052, 0.008, 0.165], [0.164, -0.050, 0.040], [0.171, -0.006, -0.003], [-0.018, -0.044, -0.130]]}